Entry 1:
# C24H75AgO26

C24H75AgO26 as an isolated structure in a non-equilibrium geometry (the ωB97M-V functional and the def2-TZVPD basis, OMol25).

Properties
LUMO level in eV: -0.5620
Largest force on an atom in Eh/bohr: 0.113

Last column: Mulliken charge in e.
Atoms and positions in Å:
Ag 7.31619 -4.72763 0.74933  0.689
O 8.53078 -4.18961 6.95804  -0.535
O 3.64589 -11.32328 4.30382  -0.681
O -0.31424 -8.38411 1.72722  -0.651
O 10.14848 -9.90484 8.01127  -0.599
O 4.85313 -9.14335 -3.79737  -0.364
O 8.68667 -10.18168 -0.02491  -0.573
O 7.09409 -6.35148 -4.43852  -0.511
O 6.40648 -3.83489 -1.55000  -0.420
O 3.31196 -10.23382 1.84959  0.899
O -0.14710 -5.46844 0.21907  -0.581
O 3.18950 -8.37252 4.33860  -0.393
O 9.34825 -5.57009 0.28244  -0.248
O 5.17256 -6.06655 0.72422  -0.131
O 2.89839 -3.01304 1.46874  -0.558
O 0.81641 -13.60980 -0.34835  -0.582
O 2.99797 -7.79250 -2.10670  -0.315
O 4.78572 -7.69412 2.15636  -0.069
O 4.64305 -13.05354 -1.76614  -0.501
O 7.25742 -5.12288 4.57474  -0.300
O 7.26076 -10.14797 6.09024  -0.500
O 6.73402 -6.58040 2.24711  -0.683
O 9.04705 -3.41011 2.15008  -0.288
O 7.95402 -8.87690 3.43433  0.722
O 6.11572 -2.63125 1.17090  -0.417
O 0.68867 -10.80965 1.57825  -0.746
O 12.79288 -7.85519 5.54560  -0.592
C 3.09174 -3.91516 2.58678  -0.060
C 8.56839 -10.45840 6.29237  0.308
C 5.65473 -2.68134 -1.32146  -0.388
C 0.86103 -6.52906 0.46801  0.265
C 4.82490 -11.22963 3.48898  -0.588
C 10.44086 -4.93604 0.94180  -0.501
C 5.39123 -11.86314 -1.66769  -0.036
C 3.45001 -7.47103 5.40944  -0.594
C 0.52170 -7.15091 1.87025  0.197
C 8.86033 -9.35185 2.37835  -0.385
C 9.03692 -9.51131 7.31036  -0.492
C 7.73934 -6.99457 -3.39055  -0.231
C 2.60355 -8.85887 -3.03204  0.237
C 11.57755 -8.41951 4.75514  -0.118
C 4.39772 -11.12800 1.99611  0.430
C 7.98141 -9.78384 1.16996  -0.117
C 0.69930 -11.27068 0.30685  0.221
C 6.28805 -1.94992 -0.08198  -0.601
C 10.20252 -3.42635 1.33528  -0.693
C 5.63349 -6.81300 1.69214  0.008
C 6.86077 -5.54697 5.85385  0.751
C 3.56214 -8.93449 -4.22868  -0.867
C 1.60702 -12.41866 -0.23491  -0.015
C 7.19243 -4.57068 6.95780  -0.808
H 5.46172 -12.09402 3.67711  0.471
H 1.42646 -7.44846 2.40032  -0.280
H 4.65941 -3.01210 -1.02475  0.277
H 8.56596 -3.73645 6.11246  0.298
H 6.39803 -11.95437 -2.07528  0.484
H 3.41137 -9.60157 -5.07742  0.489
H 2.58166 -9.79829 -2.47967  -0.276
H -0.08496 -6.40489 2.38359  0.381
H 9.16266 -10.27421 5.39737  -0.261
H 7.12514 -9.12735 1.01532  -0.121
H 8.70034 -7.43198 -3.66124  0.355
H 5.68047 -1.04668 -0.02642  0.422
H 5.13743 -10.94664 -2.20033  -0.044
H 9.38382 -3.02657 2.96316  0.219
H 1.91213 -12.27166 -1.27096  0.280
H 6.90427 -7.00607 -5.11459  0.291
H 6.98951 -5.76421 3.91252  0.126
H 6.48227 -3.76367 7.13810  0.296
H 3.87807 -7.72155 -2.48353  0.164
H 3.48154 -7.98387 -4.75587  0.357
H 2.39754 -3.66836 3.39007  0.416
H 5.26075 -10.24372 3.65059  0.184
H 11.68977 -8.75255 3.72335  0.256
H 3.43498 -6.40998 5.16036  0.193
H -0.50617 -5.85226 -0.58426  0.359
H 0.96397 -7.18372 -0.39740  0.154
H 5.15729 -13.75447 -1.35888  0.315
H 2.81731 -4.93686 2.32426  -0.243
H 5.98564 -4.17547 -2.34277  0.204
H 11.01313 -9.16759 5.31184  0.129
H 1.77107 -5.92934 0.45200  -0.225
H 7.45075 -10.69410 1.44911  0.294
H 2.68713 -7.62701 6.17219  0.387
H 9.34487 -8.62560 6.75469  0.143
H 7.57231 -8.01963 3.23189  -0.398
H 7.24141 -5.20538 7.84260  0.344
H 5.58698 -11.56764 -0.63693  -0.063
H 6.29029 -2.00326 1.87570  0.211
H 4.29352 -6.38550 0.94139  -0.270
H 5.21340 -10.75922 1.37421  -0.662
H 7.06053 -7.78263 -3.06456  0.151
H 1.56264 -8.81310 -3.35220  0.400
H 1.59703 -10.74331 1.88168  0.476
H 9.54417 -10.10929 2.76141  0.413
H 3.77412 -9.40417 1.98994  -0.741
H 7.35016 -1.72702 -0.18374  0.294
H 1.37765 -14.26135 -0.77507  0.321
H 0.22402 -9.16583 1.58299  0.308
H 5.78015 -5.67143 5.78407  -0.148
H 8.62329 -11.51743 6.54443  0.376
H 7.35193 -9.64704 5.27639  0.083
H 10.04038 -2.89422 0.39792  0.217
H 4.17002 -12.11755 1.59984  0.533
H 11.03846 -2.90155 1.79777  0.496
H 10.88659 -7.59471 4.58087  0.020
H 10.43967 -9.11559 8.47374  0.336
H 12.80881 -6.92397 5.77839  0.296
H 7.20648 -6.57693 5.94198  -0.094
H 8.35750 -9.27543 8.12942  0.407
H 1.11854 -10.49680 -0.33615  -0.197
H 2.57993 -12.57474 0.23113  -0.108
H 4.10060 -3.89725 2.99905  0.129
H 3.58611 -8.02754 3.53530  0.062
H 9.77359 -6.39788 0.04696  0.184
H 7.99699 -6.36774 -2.53685  -0.079
H 5.47290 -9.24017 -4.52408  0.219
H 11.05438 -5.53971 1.61059  0.424
H 5.53404 -2.10432 -2.23829  0.453
H 11.23777 -4.91031 0.19859  0.466
H -0.37408 -11.34365 0.13180  0.440
H 4.43977 -7.54247 5.86043  0.134
H 9.62387 -8.60673 2.15495  0.138
H 3.17251 -10.50373 4.14303  0.322
H 9.10992 -11.04120 0.03570  0.339
H 3.57286 -2.33267 1.53026  0.278

---

Entry 2:
# C24H75InO15

C24H75InO15 as an isolated structure in a non-equilibrium geometry (the ωB97M-V functional and the def2-TZVPD basis, OMol25).

Properties
LUMO level in eV: -4.7005
Largest force on an atom in Eh/bohr: 0.044

Last column: Mulliken charge in e.
Atoms and positions in Å:
In 2.91654 -0.08095 2.61245  1.263
O -1.14710 -0.02233 -1.43665  1.397
O -0.05554 -0.09360 3.41152  0.107
O -1.67893 4.64176 -3.00731  -0.574
O 1.15561 -4.75960 4.00776  -0.571
O 3.39463 -2.47812 0.59607  0.014
O 2.32335 0.25378 -1.97314  -0.599
O 0.89318 -2.80507 -0.42019  -0.277
O 4.31397 0.61759 -0.02377  -0.051
O 4.63930 2.24613 2.94765  -0.662
O 2.63123 -2.63904 3.96890  -0.763
O -2.12174 -0.15555 -3.97201  -0.646
O -2.84277 1.04484 3.18170  -0.286
O 1.50231 2.55639 2.06912  -0.347
O 1.08712 -0.32999 0.31094  -0.163
O -2.54766 5.71369 -0.68446  -0.611
C 4.15521 2.91611 -0.73355  -0.332
C -3.62553 3.91851 0.48766  0.178
C -1.87230 3.40180 -3.69138  0.356
C 1.17517 -4.35271 -2.15721  -1.436
C 2.47106 0.66039 -4.25232  -1.614
C -0.15970 -6.09682 2.47173  -1.476
C 1.06548 -5.16935 2.65356  0.639
C -2.12694 -0.10754 -0.45512  1.106
C -1.23498 -2.14189 3.31575  -0.368
C 4.87623 -3.99882 -0.35772  -1.329
C -4.23531 -0.72636 -4.87397  -1.447
C 5.06962 1.72093 -0.50828  -0.719
C -3.84444 5.22049 -0.26262  -0.418
C 1.50258 0.63641 -3.08544  0.617
C -3.17711 2.80604 -3.20394  0.110
C 0.30159 3.08367 0.11491  -0.272
C 0.21492 2.79376 1.60317  0.444
C -3.31247 -0.83846 -3.61273  -0.024
C 3.98929 -3.70821 0.84067  -0.181
C -3.05396 1.70937 4.41753  -0.345
C 0.74583 -2.94405 -1.82782  0.940
C -0.51146 -1.16454 4.21852  -0.240
C -2.33845 -1.54625 -0.06258  -0.889
C -2.00285 2.74357 4.65813  -0.805
H 1.71264 0.01766 -1.27108  0.524
H 0.65903 -0.03623 -3.24057  0.107
H -0.84211 0.38608 3.14169  -0.422
H -2.32093 5.31793 -1.52920  0.369
H -1.49990 -3.05965 3.84076  0.585
H -0.46362 1.94792 1.71381  -0.759
H 3.31649 1.33799 -4.13312  0.329
H -0.54882 3.64042 -0.27872  -0.020
H 0.58066 -5.11140 -1.64826  0.314
H 2.00589 3.36984 2.14859  0.311
H -2.26896 -2.22840 -0.90989  0.090
H -2.14548 -1.75225 2.86049  0.207
H -2.92353 4.03214 1.31373  -0.056
H -3.73527 -0.32530 -2.74902  0.190
H -3.53409 1.92594 -3.73881  -0.276
H -3.52047 0.38227 3.02896  0.182
H -1.06246 -5.48664 2.50031  0.302
H -4.04261 2.16830 4.41053  0.378
H 1.18109 3.66390 -0.16426  0.382
H -4.27684 5.98098 0.38760  0.352
H -1.62093 -0.07251 -3.15722  0.182
H -4.28458 0.31978 -5.17609  0.318
H -0.34874 -0.33841 -1.00733  -0.977
H 5.90164 1.98547 0.14430  0.401
H -3.18834 -1.89092 -3.35771  0.354
H 5.29486 -5.00076 -0.26299  0.397
H -1.89629 3.66695 -4.74837  0.392
H -3.92678 -1.40165 -5.67202  0.357
H -2.95465 0.96231 5.20502  0.312
H -1.92145 3.37810 3.77560  0.024
H 4.75050 2.51206 2.01414  0.252
H -3.06593 3.20488 -0.11706  -0.454
H -3.12229 2.46140 -2.17131  -0.437
H 1.28535 -2.16917 -2.37241  -0.123
H 4.32690 -3.87838 -1.29144  0.197
H 4.53328 -3.70891 1.78521  0.377
H 1.15599 -4.54840 -3.22933  0.417
H 0.34108 0.28667 0.44396  -0.862
H 3.19756 -4.45455 0.90579  0.081
H 2.21219 -4.54149 -1.87961  0.176
H 3.79424 0.31788 -0.77321  0.173
H 1.05295 -4.29046 2.00898  -0.360
H -0.18763 -6.87061 3.23890  0.362
H -1.17349 -0.82890 5.01673  0.133
H -0.30222 3.61202 2.10426  0.281
H -2.19763 3.30676 5.57080  0.435
H 4.68125 3.78613 -1.12654  0.476
H 2.00440 0.89137 -5.20992  0.401
H -3.26312 -1.72019 0.48771  0.461
H 1.90966 -5.81696 2.41679  0.438
H -1.86511 0.52117 0.39591  -1.071
H -1.00917 2.75667 -3.52730  -0.284
H -3.06546 0.38968 -0.70018  0.502
H 5.74701 -3.36308 -0.51798  0.343
H -1.55573 -1.86352 0.62647  -0.202
H -0.81830 5.01429 -3.21261  0.256
H 1.06803 1.62510 -2.93794  -0.100
H 3.61827 3.24411 0.15651  -0.033
H -0.30353 -2.72547 -2.02573  -0.093
H 3.35763 2.58580 -1.39904  -0.058
H 0.40056 2.19121 -0.50300  -0.047
H 0.92809 -1.87360 -0.19054  0.298
H 2.74062 -3.42185 3.39465  0.296
H 2.94366 -0.31892 -4.32766  0.343
H -0.16821 -6.57472 1.49211  0.363
H -0.60793 -2.55719 2.52681  -0.485
H 2.58497 -2.69335 0.12733  0.173
H -4.00614 3.51367 -3.19561  0.470
H -4.43877 5.01804 -1.15363  0.235
H 1.66895 -3.94844 4.01730  0.340
H -5.24752 -0.94724 -4.53523  0.388
H -1.00825 2.31087 4.76599  0.197
H 0.27624 -1.67683 4.77097  0.404
H -4.54343 3.48599 0.88574  0.411
H 5.51002 1.45060 -1.46801  0.353

---

Which calculated total energy belongs to each record? In order, -83326.64931 -61981.38929 eV.
Which gap between HOMO and LUMO belongs to each record? In order, 8.202 4.938 eV.
Which E_HOMO belongs to each record? In order, -8.8 -9.6 eV.